# 1
This record from the Open Molecules 2025 dataset describes C10H10N2O2 in the gas phase. The level of theory is the ωB97M-V functional and the def2-TZVPD basis.

```
! RIJCOSX wB97M-V def2-TZVPD def2/J DEFGRID3
* xyz 0 1
C 2.858 1.724 0.065
C 3.731 -0.665 0.065
C 2.961 -1.897 0.066
C 2.718 0.339 0.048
C 1.595 -1.515 0.074
C 0.301 -2.133 0.331
C -1.280 1.893 -0.159
C -1.412 0.748 -1.241
C -1.778 1.121 1.066
C -1.040 -0.439 -0.362
N 2.925 2.858 -0.129
N 1.467 -0.156 0.128
O -0.573 -1.525 -0.722
O -1.361 -0.247 0.886
H 4.823 -0.423 0.094
H 3.202 -2.962 0.184
H 0.312 -3.296 0.280
H -0.258 -1.842 1.194
H -0.219 2.116 -0.257
H -2.020 2.580 -0.493
H -2.359 0.547 -1.723
H -0.822 0.982 -2.034
H -1.319 1.361 1.935
H -2.772 1.243 1.302
*
```

## Properties
**Max |F|**: 0.0714 hartree/bohr
**E_HOMO**: -7.46 eV
**Energy relative to the best compared isomer or geometry (same formula, charge and spin)**: 5.082 eV
**DFT total energy**: -17603.460 eV
**Frontier orbital gap**: 0.2778 Eh

# 2
This record from the Open Molecules 2025 dataset describes a molecular structure, C3HHgLiO4. The level of theory is the ωB97M-V functional and the def2-TZVPD basis.

```
! RIJCOSX wB97M-V def2-TZVPD def2/J DEFGRID3
* xyz 1 2
O 1.259 -0.693 0.961
C 1.502 0.456 0.685
O 2.497 0.869 -0.015
Li 1.338 -2.411 0.248
O 0.454 1.487 0.274
H 2.010 1.708 -0.573
C -0.712 1.061 -0.256
C -1.678 0.301 -0.387
O -2.157 -0.857 -0.423
Hg -4.512 -1.921 -0.513
*
```

## Properties
**Max |F|**: 0.0958 hartree/bohr
**E_HOMO (alpha / beta)**: -11.57 / -11.31 eV
**⟨S²⟩**: 0.7668
**Energy relative to the best compared isomer or geometry (same formula, charge and spin)**: 1.645 eV
**DFT total energy**: -15685.440 eV
**Frontier orbital gap (alpha / beta)**: 0.2405 / 0.1916 Eh

# 3
This record from the Open Molecules 2025 dataset describes C4H4N2O in the gas phase. The level of theory is the ωB97M-V functional and the def2-TZVPD basis.

```
! RIJCOSX wB97M-V def2-TZVPD def2/J DEFGRID3
* xyz 0 1
N -0.135 -2.219 -0.779
C -0.014 -1.037 -0.339
C -1.209 -0.183 -0.338
N -1.259 1.036 0.036
C -0.063 1.604 0.499
C 1.067 0.883 0.556
O 1.127 -0.435 0.151
H 0.692 -2.809 -0.788
H -2.094 -0.698 -0.706
H -0.152 2.649 0.796
H 2.041 1.208 0.913
*
```

## Properties
**Max |F|**: 0.0109 hartree/bohr
**E_HOMO**: -9.06 eV
**Energy relative to the best compared isomer or geometry (same formula, charge and spin)**: 1.435 eV
**DFT total energy**: -9239.053 eV
**Frontier orbital gap**: 0.3369 Eh

# 4
This record from the Open Molecules 2025 dataset describes 3 unconnected molecules or ions with the total composition C4H9NO2. The level of theory is the ωB97M-V functional and the def2-TZVPD basis.

```
! RIJCOSX wB97M-V def2-TZVPD def2/J DEFGRID3
* xyz 0 1
C -0.762 -0.100 1.143
C -1.728 -0.770 -1.460
O -1.040 1.159 1.582
N -1.927 -0.012 -0.530
H -1.856 1.435 1.135
H 0.173 -0.438 1.575
H -1.479 -0.878 1.401
H -0.573 -1.174 -1.540
H -2.364 -0.915 -2.334
C 2.097 0.282 0.326
C 0.951 0.182 -0.640
O 0.829 -0.846 -1.354
H 0.491 1.131 -0.952
H 1.870 0.995 1.118
H 2.974 0.640 -0.222
H 2.343 -0.690 0.753
*
```

## Properties
**Max |F|**: 0.0614 hartree/bohr
**E_HOMO**: -8.17 eV
**Energy relative to the best compared isomer or geometry (same formula, charge and spin)**: 6.111 eV
**DFT total energy**: -9873.950 eV
**Frontier orbital gap**: 0.3132 Eh

# 5
This record from the Open Molecules 2025 dataset describes 3 unconnected molecules or ions with the total composition C13H30BrClN4O5P. The level of theory is the ωB97M-V functional and the def2-TZVPD basis.

```
! RIJCOSX wB97M-V def2-TZVPD def2/J DEFGRID3
* xyz 1 1
C 5.309 0.773 -0.362
C 4.645 0.864 -1.731
O 3.394 1.554 -1.771
C 3.380 2.806 -1.140
C 2.590 2.688 0.185
P 0.778 2.817 -0.036
Cl 0.332 2.432 -1.940
C 0.038 1.602 1.093
C -1.405 1.159 0.764
O -1.405 0.020 -0.076
C -2.017 0.201 -1.298
C -3.414 0.768 -1.396
O -1.471 -0.137 -2.245
C 0.294 4.511 0.517
C -0.550 5.355 -0.438
C 0.213 5.811 -1.683
Br -2.273 4.561 -0.863
H 4.627 0.536 0.446
H 5.824 1.707 -0.161
H 6.086 0.021 -0.362
H 4.422 -0.148 -2.045
H 5.340 1.261 -2.470
H 4.357 3.255 -1.005
H 2.829 3.477 -1.797
H 2.943 3.343 0.977
H 2.738 1.676 0.539
H 0.652 0.706 1.071
H 0.048 1.983 2.108
H -1.967 2.005 0.379
H -1.870 0.876 1.702
H -3.459 1.436 -2.240
H -4.079 -0.071 -1.537
H -3.702 1.335 -0.518
H 1.218 5.059 0.658
H -0.178 4.393 1.489
H -0.770 6.261 0.104
H -0.143 6.801 -1.935
H 0.055 5.166 -2.534
H 1.270 5.925 -1.463
C -0.689 -3.599 1.203
O 0.457 -3.253 1.437
N -1.510 -2.883 0.381
N -1.247 -4.723 1.741
H -2.457 -3.141 0.173
H -1.124 -2.051 -0.028
H -0.672 -5.269 2.356
H -2.195 -5.020 1.563
C -3.351 -7.665 1.685
O -3.806 -6.594 2.063
N -2.124 -7.747 1.100
N -4.027 -8.839 1.816
H -1.709 -8.598 0.770
H -1.622 -6.885 0.999
H -4.935 -8.801 2.244
H -3.669 -9.724 1.511
*
```

## Properties
**Max |F|**: 0.1020 hartree/bohr
**E_HOMO**: -11.57 eV
**Energy relative to the best compared isomer or geometry (same formula, charge and spin)**: 0.000 eV
**DFT total energy**: -122015.183 eV
**Frontier orbital gap**: 0.3103 Eh

# 6
This record from the Open Molecules 2025 dataset describes 2 unconnected molecules or ions with the total composition C32H29Br2N4. The level of theory is the ωB97M-V functional and the def2-TZVPD basis.

```
! RIJCOSX wB97M-V def2-TZVPD def2/J DEFGRID3
* xyz 1 1
Br 0.463 -6.009 -4.469
C 0.755 -5.159 -2.799
C 2.057 -5.037 -2.276
C 2.263 -4.433 -1.028
C 1.184 -3.847 -0.296
C 1.406 -3.078 0.914
C 0.564 -2.029 1.277
C 0.757 -1.186 2.368
C -0.224 -0.253 2.844
C 0.099 0.745 3.816
C -0.885 1.582 4.344
C -2.220 1.488 3.904
Br -3.567 2.582 4.657
C -2.551 0.553 2.906
C -1.575 -0.296 2.381
C -0.127 -4.019 -0.833
C -0.334 -4.630 -2.079
H 2.895 -5.395 -2.871
H 3.276 -4.371 -0.619
H 2.328 -3.270 1.468
H -0.291 -1.835 0.619
H 1.719 -1.232 2.885
H 1.143 0.862 4.129
H -0.636 2.318 5.102
H -3.574 0.486 2.545
H -1.849 -1.025 1.611
H -0.979 -3.670 -0.242
H -1.333 -4.673 -2.503
N 3.736 0.845 3.426
N 4.386 -0.099 3.329
N 5.075 -1.071 2.958
C 5.651 -1.901 4.014
C 6.828 -2.625 3.364
C 7.954 -3.031 4.081
C 9.057 -3.539 3.389
C 9.008 -3.671 1.999
C 7.842 -3.342 1.290
C 6.746 -2.831 1.990
C 6.125 -1.060 5.201
C 6.698 0.173 4.910
C 7.098 1.014 5.955
C 7.015 0.576 7.288
C 6.603 -0.731 7.549
C 6.196 -1.567 6.507
C 4.609 -2.950 4.430
C 4.433 -4.212 3.557
C 3.030 -4.701 3.972
C 2.480 -3.635 4.945
N 3.240 -2.453 4.521
H 7.972 -2.936 5.165
H 9.954 -3.799 3.943
H 9.868 -4.060 1.456
H 7.766 -3.445 0.204
H 5.826 -2.560 1.458
H 6.885 0.480 3.867
H 7.483 2.005 5.713
H 7.283 1.235 8.113
H 6.618 -1.141 8.554
H 5.936 -2.604 6.720
H 4.889 -3.317 5.439
H 4.426 -3.876 2.504
H 5.249 -4.943 3.698
H 2.428 -4.689 3.056
H 3.037 -5.708 4.409
H 1.388 -3.511 4.920
H 2.773 -3.917 5.980
H 3.156 -1.669 5.191
*
```

## Properties
**Max |F|**: 0.0585 hartree/bohr
**E_HOMO**: -11.10 eV
**Energy relative to the best compared isomer or geometry (same formula, charge and spin)**: 1.900 eV
**DFT total energy**: -179690.601 eV
**Frontier orbital gap**: 0.2010 Eh

Q: Look up the max |F| of the second one.
A: 0.0958 hartree/bohr

Q: Number 3 is which compound?
A: C4H4N2O